1.
{"formula": "C23H38Cl12IO5P", "method": "ωB97M-V/def2-TZVPD", "total_energy_ha": -7436.8121, "fmax_ev_per_a": 2.6, "smiles": "CC[C@@H](I)O[P@@](=O)(O)OCC(=O)c1ccccc1.ClCCCl.ClCCCl.ClCCCl.ClCCCl.ClCCCl.ClCCCl", "e_homo_ev": -8.6890, "e_lumo_ev": 0.488, "charge": 0, "orbital_gap_ev": 9.18, "elements": ["C", "C", "C", "I", "O", "P", "O", "O", "O", "C", "C", "O", "C", "C", "C", "C", "C", "C", "H", "H", "H", "H", "H", "H", "H", "H", "H", "H", "H", "H", "H", "H", "Cl", "C", "C", "Cl", "H", "H", "H", "H", "Cl", "C", "C", "Cl", "H", "H", "H", "H", "Cl", "C", "C", "Cl", "H", "H", "H", "H", "Cl", "C", "C", "Cl", "H", "H", "H", "H", "Cl", "C", "C", "Cl", "H", "H", "H", "H", "Cl", "C", "C", "Cl", "H", "H", "H", "H"], "coordinates": [[-2.901, -2.385, 3.342], [-2.391, -1.310, 2.315], [-1.629, -0.204, 3.119], [0.516, -0.506, 3.052], [-2.084, 1.126, 2.804], [-1.384, 1.749, 1.463], [-1.143, 0.790, 0.383], [-2.459, 2.830, 0.886], [-0.087, 2.647, 1.844], [0.630, 2.979, 0.655], [1.651, 4.122, 0.881], [1.617, 4.879, 1.823], [2.752, 4.205, -0.194], [2.275, 4.186, -1.541], [3.223, 4.234, -2.561], [4.608, 4.290, -2.284], [5.018, 4.323, -0.950], [4.103, 4.286, 0.130], [-2.234, -2.445, 4.226], [-2.883, -3.395, 2.905], [-3.910, -2.158, 3.725], [-1.689, -1.843, 1.656], [-3.231, -0.890, 1.736], [-1.909, -0.366, 4.172], [-2.846, 3.288, 1.656], [0.000, 3.269, -0.204], [1.225, 2.102, 0.346], [1.208, 4.145, -1.774], [2.903, 4.210, -3.607], [5.369, 4.299, -3.067], [6.081, 4.350, -0.688], [4.419, 4.298, 1.177], [-2.890, -5.184, 5.493], [-3.288, -6.826, 4.933], [-2.478, -7.232, 3.726], [-2.920, -6.307, 2.267], [-4.356, -6.862, 4.726], [-3.076, -7.502, 5.761], [-2.659, -8.282, 3.499], [-1.411, -7.099, 3.897], [-2.192, 3.539, 4.032], [-3.370, 4.352, 5.094], [-4.541, 4.910, 4.324], [-4.072, 6.278, 3.284], [-2.845, 5.131, 5.645], [-3.720, 3.607, 5.808], [-5.295, 5.283, 5.017], [-5.003, 4.151, 3.695], [3.382, 1.772, -0.922], [3.032, 0.097, -1.440], [3.911, -0.335, -2.588], [3.524, 0.547, -4.092], [1.976, 0.038, -1.700], [3.207, -0.547, -0.578], [3.759, -1.388, -2.794], [4.964, -0.179, -2.367], [3.028, -0.559, -8.049], [1.439, 0.233, -8.197], [1.551, 1.738, -8.203], [2.064, 2.378, -6.622], [0.811, -0.117, -7.381], [1.003, -0.107, -9.136], [0.580, 2.179, -8.423], [2.260, 2.083, -8.953], [-4.733, -3.482, 0.890], [-6.135, -2.433, 0.580], [-5.864, -1.461, -0.537], [-4.649, -0.244, -0.068], [-6.387, -1.919, 1.505], [-6.968, -3.084, 0.315], [-6.777, -0.921, -0.789], [-5.510, -1.967, -1.432], [4.830, -2.819, -1.184], [5.682, -4.363, -1.444], [5.989, -4.600, -2.903], [4.516, -4.897, -3.859], [5.071, -5.160, -1.029], [6.610, -4.312, -0.876], [6.619, -5.483, -3.007], [6.512, -3.754, -3.344]]}

---

2.
{"formula": "C41H31IrNO8P2", "method": "ωB97M-V/def2-TZVPD", "total_energy_ha": -3024.5991, "fmax_ev_per_a": 1.6, "relative_energy_kcal_mol": 0.0, "e_homo_ev": -9.8636, "e_lumo_ev": -3.017, "charge": 1, "orbital_gap_ev": 6.85, "elements": ["Ir", "O", "P", "C", "P", "O", "C", "C", "C", "C", "C", "C", "C", "C", "C", "C", "C", "C", "C", "C", "C", "C", "C", "C", "C", "C", "C", "C", "C", "C", "H", "H", "H", "H", "H", "H", "H", "H", "H", "H", "H", "H", "H", "H", "H", "H", "H", "H", "H", "H", "H", "H", "O", "C", "O", "C", "C", "C", "C", "O", "C", "O", "C", "C", "H", "H", "H", "H", "H", "O", "C", "N", "C", "O", "C", "C", "C", "C", "C", "C", "H", "H", "H", "H"], "coordinates": [[-0.179, 1.222, 0.488], [1.672, 0.375, 0.155], [2.738, 0.142, 1.211], [2.157, -1.210, 2.287], [0.643, -0.729, 3.185], [-0.141, 0.276, 2.374], [1.093, 0.026, 4.737], [0.732, 1.349, 4.973], [1.057, 1.936, 6.187], [1.734, 1.207, 7.153], [2.092, -0.116, 6.916], [1.767, -0.711, 5.710], [-0.298, -2.211, 3.516], [-1.551, -2.018, 4.106], [-2.388, -3.098, 4.316], [-1.981, -4.374, 3.942], [-0.735, -4.572, 3.369], [0.109, -3.491, 3.154], [4.252, -0.412, 0.459], [5.423, 0.336, 0.552], [6.584, -0.129, -0.047], [6.575, -1.331, -0.737], [5.403, -2.071, -0.849], [4.241, -1.614, -0.255], [3.053, 1.554, 2.250], [3.826, 1.409, 3.405], [4.061, 2.505, 4.215], [3.530, 3.745, 3.873], [2.776, 3.894, 2.720], [2.540, 2.799, 1.898], [2.952, -1.540, 2.958], [1.896, -2.029, 1.611], [0.205, 1.907, 4.210], [0.778, 2.964, 6.378], [1.980, 1.667, 8.101], [2.613, -0.683, 7.677], [2.030, -1.749, 5.532], [-1.868, -1.022, 4.393], [-3.358, -2.949, 4.770], [-2.640, -5.217, 4.100], [-0.419, -5.566, 3.084], [1.083, -3.665, 2.716], [5.431, 1.278, 1.085], [7.493, 0.452, 0.021], [7.484, -1.693, -1.199], [5.397, -3.000, -1.403], [3.324, -2.181, -0.364], [4.246, 0.446, 3.674], [4.657, 2.396, 5.111], [3.715, 4.600, 4.510], [2.377, 4.861, 2.444], [1.978, 2.939, 0.979], [-0.222, 4.388, -2.079], [-0.419, 3.229, -1.821], [0.175, 2.673, -0.759], [-1.333, 2.355, -2.616], [-2.391, 2.982, -3.262], [-3.304, 2.265, -4.038], [-3.083, 0.916, -4.159], [-3.804, 0.004, -4.870], [-3.123, -1.246, -4.725], [-2.005, -1.040, -3.862], [-2.009, 0.290, -3.545], [-1.118, 0.974, -2.763], [-2.495, 4.052, -3.150], [-4.134, 2.747, -4.535], [-2.773, -1.581, -5.703], [-3.798, -1.975, -4.275], [-0.267, 0.471, -2.321], [-2.121, -1.892, -0.885], [-2.556, -0.890, -0.405], [-1.824, 0.194, 0.116], [-2.627, 1.135, 0.607], [-1.971, 2.129, 1.044], [-4.040, 0.765, 0.454], [-5.227, 1.384, 0.775], [-6.401, 0.711, 0.435], [-6.363, -0.525, -0.196], [-5.152, -1.145, -0.513], [-3.997, -0.478, -0.182], [-5.249, 2.346, 1.267], [-7.358, 1.161, 0.662], [-7.293, -1.016, -0.450], [-5.118, -2.110, -1.001]]}

---

3.
{"formula": "C6H16N2", "method": "ωB97M-V/def2-TZVPD", "total_energy_ha": -347.4087, "fmax_ev_per_a": 6.6, "relative_energy_kcal_mol": 198.4, "e_homo_ev": -7.3431, "e_lumo_ev": -1.900, "charge": 0, "orbital_gap_ev": 5.44, "elements": ["N", "C", "C", "C", "C", "N", "C", "C", "H", "H", "H", "H", "H", "H", "H", "H", "H", "H", "H", "H", "H", "H", "H", "H"], "coordinates": [[-0.237, -0.319, -1.900], [-0.643, 0.038, -0.608], [-1.175, 1.489, -0.580], [-2.196, 1.681, -1.782], [0.552, 0.095, 0.467], [1.321, -1.100, 0.743], [2.316, -0.899, 1.820], [0.411, -2.225, 1.016], [0.673, -0.765, -1.827], [0.099, 2.859, -1.172], [-1.495, -0.649, -0.125], [-0.343, 2.193, -0.757], [-1.446, 1.639, 0.437], [-2.767, 2.567, -1.802], [-3.042, 0.869, -1.756], [-1.645, 1.589, -2.713], [0.068, 0.387, 1.415], [1.179, 0.822, -0.020], [2.028, -0.214, 2.599], [3.203, -0.411, 1.456], [2.695, -1.900, 2.067], [0.230, -2.809, 0.026], [0.819, -3.071, 1.671], [-0.604, -1.867, 1.326]]}

---

4.
{"formula": "C4H15NO3", "method": "ωB97M-V/def2-TZVPD", "total_energy_ha": -441.7472, "fmax_ev_per_a": 6.2, "relative_energy_kcal_mol": 63.1, "spin_multiplicity": 2, "e_homo_ev": [0.7225, -5.6886], "e_lumo_ev": [3.370, 3.265], "charge": -1, "orbital_gap_ev": [2.65, 8.95], "elements": ["C", "C", "C", "C", "O", "N", "H", "H", "H", "H", "H", "H", "H", "H", "H", "H", "H", "H", "H", "O", "H", "H", "O"], "coordinates": [[-1.853, -0.916, 1.290], [-0.723, -1.041, 0.299], [0.175, 0.332, 0.399], [-0.581, 1.572, 0.062], [1.276, 0.373, -0.466], [-1.191, -1.145, -1.114], [-2.884, -0.584, 0.869], [-1.734, -0.288, 2.098], [-1.951, -1.938, 1.670], [-0.195, -1.904, 0.570], [0.525, 0.229, 1.455], [-0.615, 2.545, 0.753], [-1.610, 1.035, 0.218], [-0.414, 1.697, -1.051], [1.071, 0.066, -1.381], [-1.568, -0.304, -1.435], [-0.631, -1.541, -1.753], [2.697, -1.743, 1.153], [2.547, -3.063, 1.974], [3.077, -2.339, 1.953], [1.285, 3.198, -1.834], [1.345, 2.648, -3.222], [1.953, 3.112, -2.506]]}

---

Q: charge of number 1 (C23H38Cl12IO5P)?
A: 0

---

Q: Which of these has the highest charge?
A: C41H31IrNO8P2

---

Q: Number 4 is which compound?
A: C4H15NO3